Computed, not measured: a 2-piece molecular cluster, FHOS overall, with ωB97M-V/def2-TZVPD.

```
4
FHOS, DFT ωB97M-V/def2-TZVPD
F -1.623 -0.933 -0.219
O -0.546 0.433 0.631
S 0.620 0.750 -0.341
H 1.549 -0.250 -0.071
```

For the lowest unoccupied orbital energy (spin up / spin down), the calculation gives -0.1149 / -0.1149 Eh. The multiplicity is 1. The calculation puts the frontier orbital gap (spin up / spin down) at 7.8 / 7.8 eV. For the energy above the lowest of the compared OMol25 structures with the same formula, charge and spin, the calculation gives 80.5 kcal/mol.

Need the Mulliken charges? In units of e they are: number 1, F, carries -0.3974; number 2, O, carries -0.1356; number 3, S, carries 0.3174; number 4, H, carries 0.2155